No. 1
The following is a DFT calculation (the ωB97M-V functional and the def2-TZVPD basis) of a structure of composition C40H33Br2IN2O2PRb.

Atoms and positions in Å:
I: 2.133 1.782 2.445
Rb: -0.206 -0.033 -0.036
Br: 2.114 0.256 -2.578
Br: -0.870 -0.551 -3.586
P: 0.023 3.500 0.199
O: -2.339 -0.498 1.425
O: -2.373 1.044 -0.840
N: 0.212 -3.026 0.147
N: 2.144 -1.764 1.598
C: -4.295 -0.842 2.690
C: -0.525 3.149 -2.476
C: 0.523 6.148 0.364
C: -3.556 -0.305 1.478
C: 1.298 -5.177 0.426
C: -0.730 -3.614 -0.541
C: 1.867 4.195 -3.419
C: 0.869 7.397 0.892
C: 1.496 7.427 2.099
C: 0.824 4.949 0.977
C: -3.773 3.681 1.630
C: 2.228 -3.130 1.414
C: 2.033 3.831 2.969
C: 1.003 -0.393 -4.023
C: 1.837 6.231 2.776
C: 2.464 6.381 4.035
C: 3.340 -5.262 1.684
C: 2.837 5.291 4.754
C: -5.695 0.500 0.556
C: -3.784 5.022 -0.357
C: 0.261 -5.776 -0.325
C: -3.628 1.024 -0.682
C: -5.845 1.716 -1.487
C: -0.754 -5.001 -0.806
C: 0.938 3.684 -4.312
C: 2.382 -5.911 0.959
C: -1.742 3.955 0.357
C: -4.294 0.402 0.445
C: -6.474 1.144 -0.373
C: -4.453 4.480 0.730
C: -2.437 4.763 -0.544
C: 1.594 4.206 -2.059
C: 1.220 -3.784 0.641
C: -4.491 1.658 -1.640
C: 0.390 3.701 -1.574
C: 1.553 4.949 2.212
C: 3.268 -3.879 1.919
C: -2.426 3.421 1.445
C: 2.632 4.025 4.194
C: -0.257 3.162 -3.834
H: 1.372 -1.372 -4.297
H: 2.807 4.594 -3.776
H: -3.568 -1.305 3.352
H: 0.606 8.301 0.359
H: 3.308 5.376 5.724
H: 2.327 4.622 -1.376
H: -7.549 1.200 -0.262
H: -1.931 5.175 -1.407
H: -1.443 2.701 -2.105
H: 1.094 0.324 -4.828
H: 4.175 -5.809 2.103
H: 0.288 -6.844 -0.504
H: 1.200 -1.405 1.550
H: -5.042 -1.583 2.402
H: 4.044 -3.406 2.509
H: 2.628 7.387 4.400
H: -4.297 3.235 2.466
H: -1.907 2.755 2.127
H: -0.992 2.757 -4.518
H: 2.666 -1.435 2.395
H: -0.034 6.126 -0.563
H: 1.750 8.364 2.579
H: 2.983 3.164 4.746
H: -1.531 -2.991 -0.931
H: -4.006 2.123 -2.492
H: -6.440 2.224 -2.239
H: 2.436 -6.979 0.787
H: 1.145 3.691 -5.375
H: -1.572 -5.411 -1.382
H: -6.184 0.051 1.411
H: -4.319 5.635 -1.072
H: -5.512 4.661 0.864
H: -4.826 -0.052 3.223

total charge	0
E_tot	-7615.281108	Eh
frontier orbital gap	6.7	eV
relative energy (zero: lowest compared OMol25 entry of this formula, charge and spin)	0.922	eV
E_LUMO	0.064	eV
M	976.870	g mol⁻¹


No. 2
The following is a DFT calculation (the ωB97M-V functional and the def2-TZVPD basis) of a cluster of 2 separate species, C4H12NO in total at a distorted geometry.

Atoms and positions in Å:
O: -1.603 0.667 -2.212
N: 1.440 0.834 0.993
C: 0.577 -0.017 0.098
C: -1.076 -1.861 0.138
C: 2.088 1.837 0.552
C: -0.365 -0.830 1.014
H: 2.152 1.939 -0.521
H: 0.054 0.596 -0.631
H: -1.713 0.588 -3.174
H: -2.054 -1.505 -0.198
H: 1.240 -0.691 -0.442
H: -1.886 1.574 -2.051
H: 0.239 -1.375 1.745
H: 1.272 0.705 1.987
H: -1.328 -2.756 0.704
H: 2.518 2.550 1.244
H: -0.554 -2.152 -0.770
H: -1.001 -0.105 1.523

total charge	+1
E_tot	-289.322758	Eh
frontier orbital gap	10.0	eV
relative energy (zero: lowest compared OMol25 entry of this formula, charge and spin)	1.418	eV
E_LUMO	-5.073	eV
M	90.146	g mol⁻¹


No. 3
The following is a DFT calculation (the ωB97M-V functional and the def2-TZVPD basis) of a structure of composition C45H41BaCl2GeN4O2P2.

Atoms and positions in Å:
Ba: -0.096 0.394 0.442
Ge: -1.222 2.439 -1.954
Cl: -4.481 0.431 6.568
Cl: -2.026 2.207 7.449
P: 1.593 -2.310 -0.705
P: 2.666 0.554 -1.720
O: -3.734 -1.924 2.437
O: 0.954 3.104 3.612
N: -2.052 -0.336 2.117
N: 0.119 1.039 2.983
N: 2.600 0.363 2.073
N: -2.127 -1.230 -0.568
C: -1.751 1.970 -6.193
C: 3.870 -0.800 -1.383
C: -0.944 4.404 -2.212
C: 1.509 -3.936 0.136
C: 0.263 4.935 -2.771
C: -0.517 7.208 -2.330
C: 2.641 5.979 -3.868
C: 4.975 0.648 2.164
C: 5.686 -2.849 -0.819
C: 2.929 0.718 -3.534
C: 4.323 -3.061 -0.671
C: -3.009 -1.243 1.732
C: 3.545 2.349 3.033
C: -0.984 1.613 5.066
C: 3.546 2.054 -1.128
C: -0.420 0.105 -5.482
C: 3.835 -0.071 1.832
C: 2.434 4.583 -3.812
C: -1.666 6.700 -1.801
C: -0.948 0.976 3.790
C: -3.562 -1.596 -2.450
C: -2.074 0.155 3.377
C: -1.132 1.771 -3.851
C: -0.451 0.601 -4.182
C: 5.240 -0.610 -1.548
C: -2.033 1.441 5.906
C: -1.775 2.449 -4.890
C: -3.222 2.390 -1.732
C: -4.457 -1.643 -0.242
C: -3.149 0.009 4.298
C: 1.128 -2.809 -2.416
C: -3.139 0.629 5.508
C: 1.278 4.084 -3.280
C: -1.874 5.302 -1.746
C: 6.147 -1.619 -1.263
C: 4.825 1.893 2.755
C: -1.076 0.792 -6.493
C: -3.177 -1.381 0.234
C: -4.653 -1.741 -1.607
C: 3.401 -2.050 -0.947
C: 1.686 6.829 -3.389
C: 0.479 6.335 -2.831
C: 2.467 1.543 2.703
C: -2.326 -1.350 -1.886
C: 1.091 1.983 3.157
H: -2.429 7.368 -1.419
H: 4.517 2.184 -1.608
H: 5.953 0.239 1.949
H: 1.838 7.902 -3.430
H: -3.565 1.361 -1.870
H: 3.919 -1.035 1.346
H: 1.962 -4.743 -0.440
H: 2.327 1.533 -3.934
H: 0.120 -0.808 -5.711
H: 1.978 -3.872 1.118
H: 0.088 -3.137 -2.444
H: 0.089 0.074 -3.396
H: -0.161 2.243 5.358
H: 1.236 -1.951 -3.083
H: -5.261 -1.761 0.469
H: 2.624 -0.199 -4.039
H: -3.661 -1.650 -3.525
H: -3.529 2.712 -0.733
H: -2.256 2.516 -6.982
H: -0.352 8.279 -2.375
H: 3.557 6.371 -4.294
H: 6.384 -3.644 -0.590
H: -3.729 3.017 -2.470
H: 3.676 2.012 -0.046
H: -1.054 0.418 -7.509
H: 5.616 0.346 -1.892
H: -3.992 -0.604 4.034
H: -2.801 4.936 -1.318
H: 1.097 3.016 -3.245
H: 0.453 -4.166 0.283
H: 3.192 3.912 -4.201
H: 5.688 2.494 3.009
H: 7.208 -1.442 -1.388
H: -1.457 -1.212 -2.515
H: 3.357 3.298 3.515
H: 3.985 0.901 -3.744
H: 1.774 -3.617 -2.760
H: -2.299 3.375 -4.673
H: -5.642 -1.922 -2.007
H: 3.984 -4.028 -0.326
H: 2.925 2.917 -1.372

total charge	0
E_tot	-5814.498794	Eh
frontier orbital gap (alpha / beta)	6.1 / 4.3	eV
expectation value of S²	0.768
spin multiplicity	2
relative energy (zero: lowest compared OMol25 entry of this formula, charge and spin)	0.605	eV
E_LUMO (alpha / beta)	-0.339 / -2.194	eV
M	1012.641	g mol⁻¹


No. 4
The following is a DFT calculation (the ωB97M-V functional and the def2-TZVPD basis) of a cluster of 3 separate species, C10H26F3N2O3S in total at a distorted geometry.

Atoms and positions in Å:
S: 4.325 1.212 -3.472
F: 2.254 -0.162 -1.557
F: 3.577 1.119 -0.438
F: 3.110 -0.875 0.306
O: -1.326 -1.609 0.392
O: 4.422 -0.647 -1.458
O: -0.849 2.507 -1.896
N: -2.512 -1.723 3.032
N: -0.164 4.050 0.458
C: -1.865 3.055 -1.069
C: 4.401 -0.510 -2.829
C: -1.331 2.055 1.232
C: -0.670 1.113 -1.760
C: 0.044 -1.933 0.324
C: -1.051 -3.660 2.832
C: 3.331 -0.150 -0.775
C: -2.185 -2.679 0.752
C: -1.432 3.318 0.380
C: -2.272 -2.946 2.261
H: -1.808 -1.040 2.766
H: -3.392 -1.305 2.742
H: -0.260 0.738 -2.702
H: -2.187 1.397 1.072
H: -0.424 1.488 1.018
H: -2.760 2.422 -1.105
H: 5.339 -0.891 -3.202
H: -1.301 2.320 2.288
H: -1.908 -3.588 0.202
H: 3.598 -1.041 -3.323
H: -3.176 -2.382 0.402
H: -1.283 -4.066 3.816
H: -1.607 0.590 -1.560
H: -2.128 4.010 -1.529
H: -0.739 -4.487 2.192
H: -0.263 4.950 -0.003
H: -3.133 -3.604 2.409
H: 0.499 -1.242 -0.378
H: 0.536 -1.803 1.291
H: 3.094 1.625 -3.112
H: -2.205 3.950 0.825
H: 0.206 -2.954 -0.037
H: -0.206 -2.983 2.958
H: 0.514 3.549 -0.109
H: 5.142 1.922 -2.669
H: 0.046 0.891 -0.966

total charge	+1
E_tot	-1429.275970	Eh
frontier orbital gap	6.6	eV
E_LUMO	-4.399	eV
M	311.390	g mol⁻¹